Version A
This record from the Open Molecules 2025 dataset describes C4H9NO3 as an isolated structure. The level of theory is ωB97M-V with the def2-TZVPD basis set.

Each line ends with the Mulliken charge.
Geometry (Å):
O: 2.3134 -1.9124 1.8795  -0.614
O: 0.3632 -1.4333 0.8017  -0.648
O: -2.2984 2.1139 -2.0018  -0.485
N: -1.1741 -0.2928 -0.6939  -0.497
C: -1.8191 2.1458 -0.8573  0.027
C: -1.3150 0.9834 -0.0369  -0.426
C: 1.6523 -1.3144 1.0472  0.632
C: 2.3198 -0.3374 0.0601  -0.755
H: -0.4528 1.3842 0.4050  0.323
H: -2.0421 0.8934 0.7795  0.352
H: 3.0005 -0.9647 -0.4898  0.259
H: 1.6278 0.2289 -0.5869  0.205
H: -0.7238 -0.2615 -1.6362  0.311
H: -2.1181 -0.8087 -0.8175  0.309
H: -0.3639 -0.8607 0.1712  0.419
H: 2.9233 0.2775 0.6788  0.269
H: -1.6859 3.1506 -0.3606  0.320

Calculated values
- HOMO level (eV) = -9.37
- HOMO-LUMO gap (hartree) = 0.3486
- molar mass (g/mol) = 119.120

---

Version B
This record from the Open Molecules 2025 dataset describes C4H9NO3 as an isolated structure. The level of theory is ωB97M-V with the def2-TZVPD basis set.

Each line ends with the Mulliken charge.
Geometry (Å):
O: -0.2021 0.1834 1.7029  -0.546
O: 0.6555 -2.3295 -0.4188  -0.423
O: 0.5750 2.2133 2.5429  -0.850
N: -0.8741 0.4644 -1.8136  -0.387
C: -0.6688 -0.1515 -0.5750  -0.037
C: -0.5254 -2.0461 -0.4946  -0.241
C: 0.3757 0.1036 -2.0080  -0.123
C: 0.3509 0.4298 0.5086  -0.464
H: 0.6934 2.7599 3.3165  0.194
H: 1.3633 0.0046 0.4087  0.268
H: 1.0134 0.9605 -2.2396  0.324
H: -1.6444 -0.0204 -0.1195  0.528
H: 0.1501 1.0714 2.2788  0.375
H: -1.1427 -2.0134 0.4407  0.276
H: 0.6096 -0.8378 -2.4969  0.277
H: -1.1133 -2.3097 -1.3877  0.376
H: 0.3840 1.5174 0.3547  0.453

Calculated values
- HOMO level (eV) = -8.41
- HOMO-LUMO gap (hartree) = 0.1836
- molar mass (g/mol) = 119.120

---

Most stable structure, least stable structure: version A, version B.

---

Version A
This record from the Open Molecules 2025 dataset describes a 2-piece molecular cluster, C4H9NO3 overall. The level of theory is ωB97M-V with the def2-TZVPD basis set.

Each line ends with the Mulliken charge.
Geometry (Å):
O: 1.2556 2.2992 -0.8302  -0.557
O: 0.7607 0.9895 0.9231  -0.340
O: -1.1563 -1.4419 -0.3700  -0.565
N: -1.5785 1.6271 -0.5800  -0.700
C: 1.1908 -1.9624 -0.1666  -1.186
C: 0.0376 -0.1788 1.2775  -0.255
C: 0.6651 1.3687 -0.3685  0.384
C: -0.0677 -1.1946 0.1298  0.479
H: -1.9556 0.6968 -0.8424  0.273
H: 1.0734 -2.5564 -1.0683  0.339
H: -2.1275 2.0769 0.1454  0.215
H: 1.4016 -2.6312 0.6702  0.369
H: 0.5476 -0.6059 2.1466  0.410
H: -1.4932 2.2449 -1.3763  0.269
H: 0.3972 0.4134 -0.9819  0.303
H: 2.0286 -1.2756 -0.2581  0.329
H: -0.9793 0.1303 1.5498  0.233

Calculated values
- HOMO level (eV) = -9.79
- SMILES string = CC(=O)COC=O.N
- HOMO-LUMO gap (hartree) = 0.3840
- molar mass (g/mol) = 119.120

---

Version B
This record from the Open Molecules 2025 dataset describes C4H9NO3 as an isolated structure. The level of theory is ωB97M-V with the def2-TZVPD basis set.

Each line ends with the Mulliken charge.
Geometry (Å):
O: -1.1629 -0.6718 1.6140  -0.549
O: 1.5116 -0.4616 -0.2049  -0.416
O: 0.8253 -2.0615 -0.3137  -0.419
N: 1.0551 0.9951 1.5058  -0.650
C: -0.7967 -0.5364 0.4946  0.622
C: -1.5472 -0.8664 -0.7546  -1.240
C: 0.2874 1.5335 -0.7476  -1.349
C: 0.6437 0.4394 0.2642  1.126
H: 1.8400 0.5009 1.9102  0.237
H: -2.1367 -1.7599 -0.5524  0.348
H: 0.3211 1.0592 2.2008  0.265
H: 1.5636 -2.4854 0.1455  0.307
H: 1.1583 2.1744 -0.8807  0.403
H: -0.5370 2.1384 -0.3723  0.292
H: 0.0365 1.0967 -1.7100  0.333
H: -2.1910 -0.0275 -1.0204  0.306
H: -0.8709 -1.0672 -1.5784  0.384

Calculated values
- HOMO level (spin up / spin down) (eV) = -8.89 / -8.89
- HOMO-LUMO gap (spin up / spin down) (hartree) = 0.2869 / 0.2866
- molar mass (g/mol) = 119.120

---

Version C
This record from the Open Molecules 2025 dataset describes a 3-piece molecular cluster, C4H9NO3 overall. The level of theory is ωB97M-V with the def2-TZVPD basis set.

Each line ends with the Mulliken charge.
Geometry (Å):
O: 1.7918 -0.1404 -2.1300  -0.420
O: -1.5095 1.5842 1.0623  -0.651
O: -2.1920 0.2218 -0.8708  -0.732
N: 2.8540 -0.4955 -0.0775  -0.575
C: -0.0588 -0.8046 0.0254  -0.136
C: 0.6473 0.4295 -0.0602  -0.325
C: -0.3074 -1.4506 1.1991  -0.431
C: 1.9413 -0.1469 -0.9451  0.424
H: -2.7809 0.6395 -1.5089  0.201
H: -0.7669 -2.4291 1.1342  0.275
H: 0.9128 0.8154 0.9068  0.400
H: -2.0656 2.3584 1.1647  0.246
H: 0.1721 1.1678 -0.7034  0.415
H: -1.7509 1.0457 0.1814  0.403
H: -0.1659 -0.9814 2.1533  0.268
H: 3.7180 -0.6104 -0.6296  0.289
H: -0.4395 -1.2033 -0.9018  0.348

Calculated values
- HOMO level (eV) = -9.13
- HOMO-LUMO gap (hartree) = 0.1604
- molar mass (g/mol) = 119.120

---

Most stable structure, least stable structure: version A, version C.

---

Version A
This record from the Open Molecules 2025 dataset describes a 2-piece molecular cluster, C4H9NO3 overall. The level of theory is ωB97M-V with the def2-TZVPD basis set.

Each line ends with the Mulliken charge.
Geometry (Å):
O: 0.1845 1.2986 -0.4707  -0.772
O: -2.4199 1.4188 -0.3121  -0.444
O: 0.2354 -0.8945 -0.1938  -0.589
N: -1.7397 0.2234 0.0496  0.157
C: -0.4066 0.2109 -0.2449  0.750
C: -2.5946 -0.9300 -0.1050  -0.845
C: 2.0012 -0.0927 -0.4626  -0.030
C: 2.5046 0.1350 0.9157  -0.977
H: 3.6000 0.1699 0.8550  0.349
H: -2.0358 -1.8051 0.2147  0.347
H: 2.2068 -1.0581 -0.9031  0.271
H: -1.6876 2.0475 -0.4486  0.352
H: -3.4754 -0.7942 0.5213  0.261
H: 2.2196 -0.6728 1.5847  0.294
H: 2.1620 0.7099 -1.1693  0.284
H: -2.9137 -1.0529 -1.1448  0.290
H: 2.1591 1.0862 1.3139  0.302

Calculated values
- HOMO level (eV) = -8.82
- HOMO-LUMO gap (hartree) = 0.3360
- molar mass (g/mol) = 119.120

---

Version B
This record from the Open Molecules 2025 dataset describes one molecule with the formula C4H9NO3. The level of theory is ωB97M-V with the def2-TZVPD basis set.

Each line ends with the Mulliken charge.
Geometry (Å):
O: 1.6584 1.8138 1.1918  -0.515
O: -0.4485 -3.3331 -0.2788  -0.576
O: 1.1575 -1.7538 -0.0257  -0.423
N: -0.8395 -1.2284 -0.9928  -0.238
C: -1.1673 0.1762 -0.6166  -0.548
C: 0.0755 1.0543 -0.4142  -0.417
C: 0.2882 1.5987 1.0262  -0.475
C: -0.0870 -2.1966 -0.3745  0.495
H: -1.8376 0.1566 0.2556  0.350
H: 0.1761 1.8697 -1.1437  0.353
H: -0.1497 2.5897 1.1991  0.259
H: -1.5710 -1.5296 -1.6173  0.235
H: -0.1937 0.8377 1.6609  0.308
H: -1.8443 0.5991 -1.3669  0.301
H: 1.6047 -2.1604 0.7234  0.320
H: 2.2680 1.1018 1.4153  0.300
H: 0.9104 0.4043 -0.6417  0.272

Calculated values
- HOMO level (eV) = -9.69
- SMILES string = O=C(O)NCCCO
- HOMO-LUMO gap (hartree) = 0.3743
- molar mass (g/mol) = 119.120

---

Most stable structure, least stable structure: version B, version A.